13
Properties=species:S:1:pos:R:3:forces:R:3 method="wB97M-V/def2-TZVPD" e_tot_ev=-34280.708
C -0.971 -1.113 -1.371 -6.8 -0.9 5.9
C 0.272 0.781 0.001 1.9 0.7 0.6
C -1.115 0.423 0.227 1.1 -1.6 -3.0
C 1.287 0.092 0.928 -2.5 -2.3 0.5
N 0.099 -0.644 -1.856 5.2 0.7 -3.5
N 0.824 0.229 -1.369 -1.6 0.1 0.3
O -1.763 -2.009 -1.250 2.8 1.9 -1.5
Cl -1.409 -0.662 1.478 -1.2 -0.5 1.5
Cl -2.312 1.537 -0.294 -0.5 0.5 0.4
H 0.594 1.838 0.069 -0.7 -0.3 -0.8
H 1.105 0.312 1.979 0.0 0.2 -0.1
H 2.277 0.218 0.678 2.2 0.9 -0.7
H 1.111 -1.002 0.781 0.2 0.6 0.5